Computed, not measured: 2 unconnected molecules or ions with the total composition C3HOS3, with the ωB97M-V functional and the def2-TZVPD basis.

Geometry as XYZ:
```
8
C3HOS3, DFT the ωB97M-V functional and the def2-TZVPD basis
C -1.9752 0.0596 -0.0401
C 1.6317 -0.6069 0.2447
C 2.1511 0.5180 -0.0667
O 2.6796 1.5753 -0.0090
S -0.5178 0.9046 0.0421
S -3.4642 0.7633 -0.0530
S 1.4096 -2.1901 -0.0433
H -1.9148 -1.0238 -0.0747
```

The charge is -1. As for the gap between HOMO and LUMO: 6.1 eV. The value obtained for the LUMO energy is 0.0789 Eh. The calculation puts the energy above the lowest of the compared OMol25 structures with the same formula, charge and spin at 27.3 kcal/mol. Its max |F| is 2.78 eV/A.

Mulliken population analysis, charges in e, atoms 1 to 5: atom 1 (C): -0.210, atom 2 (C): -0.415, atom 3 (C): 0.831, atom 4 (O): -0.490, atom 5 (S): -0.254

***

Computed, not measured: a single C3N2O molecule, with the ωB97M-V functional and the def2-TZVPD basis.

Geometry as XYZ:
```
6
C3N2O, DFT the ωB97M-V functional and the def2-TZVPD basis
O -0.4269 1.1742 0.0771
C 0.1187 0.1070 -0.4079
C -1.3684 -0.0351 -0.0607
N -2.4085 -0.5092 0.2206
C 1.5009 -0.1973 -0.0293
N 2.5842 -0.5397 0.2002
```

As for the gap between HOMO and LUMO (alpha / beta): 7.1 / 7.9 eV. The value obtained for the LUMO energy (alpha / beta) is -0.1125 / -0.0979 Eh. The calculation puts the energy above the lowest of the compared OMol25 structures with the same formula, charge and spin at 102.7 kcal/mol. Its max |F| is 1.93 eV/A.

Mulliken population analysis, charges in e, atoms 1 to 5: atom 1 (O): -0.199, atom 2 (C): 0.277, atom 3 (C): 0.356, atom 4 (N): -0.364, atom 5 (C): 0.163

***

Computed, not measured: a gas-phase ion, C3N3O (charge +1), with the ωB97M-V functional and the def2-TZVPD basis.

Geometry as XYZ:
```
7
C3N3O, DFT the ωB97M-V functional and the def2-TZVPD basis
C -0.0274 0.3704 0.1970
C -2.3286 -0.1777 0.0342
C 2.3006 0.1260 0.0038
N -3.4696 -0.0504 -0.0816
N 1.0765 0.0227 -0.0766
N -0.9778 -0.2368 -0.0389
O 3.4264 -0.0541 -0.0377
```

The charge is +1. As for the gap between HOMO and LUMO: 8.4 eV. The value obtained for the LUMO energy is -0.3143 Eh. The SMILES is N#CN=C=[N+]=C=O. The calculation puts the energy above the lowest of the compared OMol25 structures with the same formula, charge and spin at 44.6 kcal/mol. Its max |F| is 9.57 eV/A.

Mulliken population analysis, charges in e, atoms 1 to 5: atom 1 (C): 0.259, atom 2 (C): 0.350, atom 3 (C): 0.554, atom 4 (N): -0.151, atom 5 (N): 0.015

***

Computed, not measured: a gas-phase ion, C3N4O5 (charge -2), with the ωB97M-V functional and the def2-TZVPD basis.

Geometry as XYZ:
```
12
C3N4O5, DFT the ωB97M-V functional and the def2-TZVPD basis
C 0.5714 -0.2499 1.4221
C -0.0074 0.9013 -0.7824
C 1.2883 1.8143 -0.5968
N 0.9113 -0.0670 2.5143
N -0.2814 -1.5751 -0.3115
N 0.1813 -0.3620 0.1823
N -1.4966 -1.8214 0.0410
O 1.1977 2.9456 -0.1421
O -2.2462 -1.0347 0.6588
O -0.7608 0.7459 -1.6547
O 2.2728 1.2158 -0.9652
O -1.9190 -2.9296 -0.3749
```

The charge is -2. As for the gap between HOMO and LUMO (alpha / beta): 4.3 / 6.0 eV. The value obtained for the LUMO energy (alpha / beta) is 0.2452 / 0.1646 Eh. Its max |F| is 8.18 eV/A. Its spin multiplicity is 3.

Mulliken population analysis, charges in e, atoms 1 to 5: atom 1 (C): 0.603, atom 2 (C): 0.105, atom 3 (C): 0.433, atom 4 (N): -0.697, atom 5 (N): -1.070

***

Computed, not measured: a single C3N4OS molecule, with the ωB97M-V functional and the def2-TZVPD basis.

Geometry as XYZ:
```
9
C3N4OS, DFT the ωB97M-V functional and the def2-TZVPD basis
C -0.1449 -1.0774 0.6271
C 1.3024 -1.1432 -1.2912
C -1.2079 2.2353 0.8417
N 0.1734 -2.0011 1.1680
N 1.9975 -2.0691 -1.3778
N -1.0812 2.8609 1.7790
N -0.1871 0.0524 -0.0480
O 0.6425 -0.0369 -1.2338
S -1.4947 1.1791 -0.4651
```

As for the gap between HOMO and LUMO (alpha / beta): 7.2 / 6.0 eV. The value obtained for the LUMO energy (alpha / beta) is -0.0220 / -0.1785 Eh. The calculation puts the energy above the lowest of the compared OMol25 structures with the same formula, charge and spin at 45.5 kcal/mol. Its max |F| is 5.56 eV/A. Its spin multiplicity is 3.

Mulliken population analysis, charges in e, atoms 1 to 5: atom 1 (C): 0.339, atom 2 (C): 0.463, atom 3 (C): 0.374, atom 4 (N): -0.287, atom 5 (N): -0.344